Entry 1:
Density functional theory data (the ωB97M-V functional and the def2-TZVPD basis) for CHN3O3S in the gas phase at a distorted geometry.

Structure (ORCA input):
```
! wB97M-V def2-TZVPD RIJCOSX def2/J DEFGRID3
* xyz 0 1
N -0.4929 2.7011 -0.9816
C -0.1639 1.7939 -0.3637
S 0.3496 0.2307 0.4260
N 1.5818 -0.1170 -0.3791
O 0.1503 0.2870 1.8832
N -1.1007 -1.1643 -0.1515
O -2.1049 -1.1602 0.5429
O -0.6160 -1.8541 -0.9827
H 2.3967 -0.7171 0.0066
*
```

Output
Gap between HOMO and LUMO ... 9.288 eV
Energy relative to the best compared isomer or geometry (same formula, charge and spin) ... 715.9 kJ/mol
SMILES ... N#C[S@@](=N)(=O)[N+](=O)[O-]

Population analysis type natural (NBO), resulting atomic charges in e: N -0.204; C -0.022; S 1.812; N -1.052; O -0.831; N 0.422; O -0.298; O -0.272; H 0.445

***

Entry 2:
Density functional theory data (the ωB97M-V functional and the def2-TZVPD basis) for a gas-phase ion, CHN4 (charge -1) at a distorted geometry.

Structure (ORCA input):
```
! wB97M-V def2-TZVPD RIJCOSX def2/J DEFGRID3
* xyz -1 1
N -1.2031 -1.6957 -0.4966
C -0.5278 -0.7447 -0.3802
N 0.7227 -0.2460 -0.1392
N 1.0720 1.0528 -0.4644
N 0.4948 0.8435 0.7971
H -0.5587 0.7900 0.6834
*
```

Output
Gap between HOMO and LUMO ... 7.249 eV
Energy relative to the best compared isomer or geometry (same formula, charge and spin) ... 555.3 kJ/mol
SMILES ... N#Cn1[n-][nH]1

Population analysis type natural (NBO), resulting atomic charges in e: N -0.494; C 0.296; N -0.254; N -0.444; N -0.337; H 0.233

***

Entry 3:
Density functional theory data (the ωB97M-V functional and the def2-TZVPD basis) for a gas-phase ion, CHN4 (charge -1) at a distorted geometry.

Structure (ORCA input):
```
! wB97M-V def2-TZVPD RIJCOSX def2/J DEFGRID3
* xyz -1 1
C -0.4491 -0.3324 -0.0591
N -2.4932 0.5593 0.0431
N -1.2743 0.9115 0.0356
N -0.8608 -1.4502 0.0602
N -3.1451 -0.3737 -0.0568
H 0.6447 -0.1725 -0.2217
*
```

Output
Gap between HOMO and LUMO (spin up / spin down) ... 7.872 / 7.868 eV
Energy relative to the best compared isomer or geometry (same formula, charge and spin) ... 353.5 kJ/mol

Population analysis type natural (NBO), resulting atomic charges in e: C 0.036; N 0.109; N -0.516; N -0.622; N -0.143; H 0.135

***

Entry 4:
Density functional theory data (the ωB97M-V functional and the def2-TZVPD basis) for a gas-phase ion, CHN4O2S (charge -1) at a distorted geometry.

Structure (ORCA input):
```
! wB97M-V def2-TZVPD RIJCOSX def2/J DEFGRID3
* xyz -1 1
C -0.9653 -0.1245 -0.4571
N -1.2160 0.1533 -1.6632
N -0.0477 0.4870 -2.2595
N 0.8402 0.4812 -1.3843
N 0.3550 0.0834 -0.1960
O 0.8515 0.9614 2.1601
O 0.3489 -1.5951 1.9554
S 1.2972 -0.1373 1.3769
H -1.4639 -0.3093 0.4678
*
```

Output
Gap between HOMO and LUMO ... 8.847 eV
Energy relative to the best compared isomer or geometry (same formula, charge and spin) ... 183.0 kJ/mol

Population analysis type natural (NBO), resulting atomic charges in e: C 0.150; N -0.359; N -0.106; N -0.083; N -0.412; O -0.956; O -1.022; S 1.553; H 0.235

***

Entry 5:
Density functional theory data (the ωB97M-V functional and the def2-TZVPD basis) for a gas-phase ion, CHN6 (charge +1) at a distorted geometry.

Structure (ORCA input):
```
! wB97M-V def2-TZVPD RIJCOSX def2/J DEFGRID3
* xyz 1 1
C 0.3558 0.2666 0.0067
N -0.6169 1.0417 -0.0110
N -3.0365 -1.2090 -0.0216
N -1.8558 0.7880 0.0004
N -2.3879 -0.3107 0.0019
N 2.5444 -0.5743 0.0346
N 1.5529 0.0876 0.0013
H 3.4440 -0.0898 -0.0123
*
```

Output
Gap between HOMO and LUMO (spin up / spin down) ... 7.928 / 7.932 eV
Energy relative to the best compared isomer or geometry (same formula, charge and spin) ... 228.5 kJ/mol

Population analysis type natural (NBO), resulting atomic charges in e: C 0.409; N -0.042; N 0.225; N -0.107; N 0.227; N -0.141; N 0.027; H 0.402

***

Entry 6:
Density functional theory data (the ωB97M-V functional and the def2-TZVPD basis) for CHNO2 in the gas phase at a distorted geometry.

Structure (ORCA input):
```
! wB97M-V def2-TZVPD RIJCOSX def2/J DEFGRID3
* xyz 0 1
C 1.0259 0.0220 -0.1582
N -1.2900 -0.5085 -0.0875
O 2.2029 0.1338 -0.0623
O -0.1476 0.1271 -0.0845
H -1.7911 0.2257 0.3924
*
```

Output
Gap between HOMO and LUMO (spin up / spin down) ... 8.110 / 8.110 eV
Energy relative to the best compared isomer or geometry (same formula, charge and spin) ... 271.8 kJ/mol

Population analysis type natural (NBO), resulting atomic charges in e: C 1.002; N -0.608; O -0.464; O -0.225; H 0.294

***

Entry 7:
Density functional theory data (the ωB97M-V functional and the def2-TZVPD basis) for 2 unconnected molecules or ions with the total composition CHNO2S at a distorted geometry.

Structure (ORCA input):
```
! wB97M-V def2-TZVPD RIJCOSX def2/J DEFGRID3
* xyz 0 1
C 0.2601 -0.6111 0.0244
N -0.0792 0.6345 -0.0276
O 0.3834 1.6920 -0.2199
O -1.9876 0.5150 0.1303
S 1.8862 -0.9508 -0.1311
H -0.4628 -1.2796 0.2240
*
```

Output
Gap between HOMO and LUMO (spin up / spin down) ... 6.047 / 6.098 eV
Energy relative to the best compared isomer or geometry (same formula, charge and spin) ... 744.8 kJ/mol

Population analysis type natural (NBO), resulting atomic charges in e: C -0.178; N 0.322; O -0.132; O -0.503; S 0.239; H 0.253

***

Entry 8:
Density functional theory data (the ωB97M-V functional and the def2-TZVPD basis) for 2 unconnected molecules or ions with the total composition CHNO3 at a distorted geometry.

Structure (ORCA input):
```
! wB97M-V def2-TZVPD RIJCOSX def2/J DEFGRID3
* xyz 0 1
C 0.9000 0.4090 -0.3044
N -0.9633 -0.3180 0.1585
O 0.9917 1.5579 -0.4561
O -1.2454 0.0096 1.2263
O -1.3366 -1.2590 -0.5355
H 1.6538 -0.3995 -0.0889
*
```

Output
Gap between HOMO and LUMO (spin up / spin down) ... 8.918 / 8.919 eV
Energy relative to the best compared isomer or geometry (same formula, charge and spin) ... 284.6 kJ/mol

Population analysis type natural (NBO), resulting atomic charges in e: C 0.482; N 0.461; O -0.414; O -0.322; O -0.397; H 0.189

***

Entry 9:
Density functional theory data (the ωB97M-V functional and the def2-TZVPD basis) for 2 unconnected molecules or ions with the total composition CHNO3 at a distorted geometry.

Structure (ORCA input):
```
! wB97M-V def2-TZVPD RIJCOSX def2/J DEFGRID3
* xyz 0 1
C -0.7839 1.0458 -0.9587
N 0.8448 -0.0558 0.8069
O -0.5112 0.2621 -1.7532
O -1.1092 1.7279 -0.1118
O 0.3626 -1.2725 0.9161
H 1.1970 -1.7075 1.1007
*
```

Output
Gap between HOMO and LUMO (spin up / spin down) ... 9.467 / 9.470 eV
Energy relative to the best compared isomer or geometry (same formula, charge and spin) ... 165.7 kJ/mol

Population analysis type natural (NBO), resulting atomic charges in e: C 1.025; N -0.009; O -0.528; O -0.501; O -0.478; H 0.492

***

Entry 10:
Density functional theory data (the ωB97M-V functional and the def2-TZVPD basis) for CHNO3 in the gas phase at a distorted geometry.

Structure (ORCA input):
```
! wB97M-V def2-TZVPD RIJCOSX def2/J DEFGRID3
* xyz 0 1
C -0.4048 0.0197 0.0829
N 0.5656 0.5552 0.5160
O -2.6005 -0.3161 -0.5577
O -1.5466 -0.3707 0.2804
O 1.8518 0.4272 0.1211
H 2.1346 -0.3152 -0.4426
*
```

Output
Gap between HOMO and LUMO (spin up / spin down) ... 7.970 / 7.975 eV
Energy relative to the best compared isomer or geometry (same formula, charge and spin) ... 635.2 kJ/mol

Population analysis type natural (NBO), resulting atomic charges in e: C 0.678; N -0.118; O -0.425; O -0.113; O -0.506; H 0.484

***

Entry 11:
Density functional theory data (the ωB97M-V functional and the def2-TZVPD basis) for 2 unconnected molecules or ions with the total composition CHNO3S at a distorted geometry.

Structure (ORCA input):
```
! wB97M-V def2-TZVPD RIJCOSX def2/J DEFGRID3
* xyz -2 1
C 1.8843 -1.7698 0.4033
N 2.1622 -0.6986 0.8443
O 1.7388 0.8571 -1.4256
O 1.5278 -2.8701 0.2254
O 1.8007 1.8790 1.1392
S 1.2045 0.8234 0.3199
H -10.3183 1.7790 -1.5065
*
```

Output
Gap between HOMO and LUMO ... 3.206 eV
Energy relative to the best compared isomer or geometry (same formula, charge and spin) ... 250.7 kJ/mol

Population analysis type natural (NBO), resulting atomic charges in e: C 0.814; N -0.770; O -1.011; O -0.585; O -0.954; S 1.506; H -1.000

***

Entry 12:
Density functional theory data (the ωB97M-V functional and the def2-TZVPD basis) for CHNO3S in the gas phase at a distorted geometry.

Structure (ORCA input):
```
! wB97M-V def2-TZVPD RIJCOSX def2/J DEFGRID3
* xyz 0 1
O -0.5340 0.9695 -2.1309
N -0.3622 1.7141 -1.2767
O -0.0603 1.0270 0.1539
C 0.1270 -0.2334 0.4135
O 0.2023 -0.5507 1.7160
S 0.3133 -1.4215 -0.7184
H 0.3139 -1.5050 1.8425
*
```

Output
Gap between HOMO and LUMO ... 7.412 eV
Energy relative to the best compared isomer or geometry (same formula, charge and spin) ... 278.3 kJ/mol
SMILES ... O=NOC(O)=S

Population analysis type natural (NBO), resulting atomic charges in e: O -0.103; N 0.498; O -0.503; C 0.503; O -0.659; S -0.251; H 0.514

***

Entry 13:
Density functional theory data (the ωB97M-V functional and the def2-TZVPD basis) for CHNO3S in the gas phase at a distorted geometry.

Structure (ORCA input):
```
! wB97M-V def2-TZVPD RIJCOSX def2/J DEFGRID3
* xyz 0 1
C 0.2674 0.2890 -0.3516
N 0.9815 -0.7360 -0.1004
O 3.5870 -2.6859 -2.0514
O 0.2340 0.9881 -1.3293
O 1.8785 -1.3516 -0.9194
S 2.4017 -1.8880 -2.2769
H -0.1399 0.3758 0.6760
*
```

Output
Gap between HOMO and LUMO (spin up / spin down) ... 8.187 / 6.541 eV
Energy relative to the best compared isomer or geometry (same formula, charge and spin) ... 504.2 kJ/mol

Population analysis type natural (NBO), resulting atomic charges in e: C 0.414; N -0.186; O -0.769; O -0.557; O -0.518; S 1.466; H 0.150

***

Entry 14:
Density functional theory data (the ωB97M-V functional and the def2-TZVPD basis) for a molecular structure, CHNO3S3 at a distorted geometry.

Structure (ORCA input):
```
! wB97M-V def2-TZVPD RIJCOSX def2/J DEFGRID3
* xyz 0 1
C -0.3793 1.1638 -0.2262
N 2.2918 0.3027 0.3279
O -1.2063 -1.4348 1.5306
O -1.9004 -1.7762 -0.8135
O -1.5279 0.6315 0.0456
S 0.0842 2.6840 -0.1399
S 0.7386 -0.2159 -0.8148
S -1.1244 -1.0734 0.1537
H 3.0236 -0.2816 -0.0634
*
```

Output
Gap between HOMO and LUMO (spin up / spin down) ... 7.525 / 7.549 eV
Energy relative to the best compared isomer or geometry (same formula, charge and spin) ... 386.3 kJ/mol

Population analysis type natural (NBO), resulting atomic charges in e: C -0.012; N -0.702; O -0.829; O -0.852; O -0.620; S 0.159; S 0.505; S 2.040; H 0.311

***

Entry 15:
Density functional theory data (the ωB97M-V functional and the def2-TZVPD basis) for CHNO4S in the gas phase at a distorted geometry.

Structure (ORCA input):
```
! wB97M-V def2-TZVPD RIJCOSX def2/J DEFGRID3
* xyz 0 1
O 2.2460 0.3733 -1.0011
N 1.3906 0.4489 -0.1426
O 1.4085 1.1077 0.8321
C 0.0875 -0.2979 -0.4097
S -1.3036 -0.2011 0.4238
O -2.3408 -1.0072 -0.0668
O -1.3969 0.7936 1.4486
H -0.0913 -1.2173 -1.0843
*
```

Output
Gap between HOMO and LUMO ... 10.017 eV
Energy relative to the best compared isomer or geometry (same formula, charge and spin) ... 399.4 kJ/mol
SMILES ... O=[N+]([O-])C=S(=O)=O

Population analysis type natural (NBO), resulting atomic charges in e: O -0.357; N 0.549; O -0.324; C -0.671; S 2.143; O -0.822; O -0.799; H 0.281

***

Entry 16:
Density functional theory data (the ωB97M-V functional and the def2-TZVPD basis) for CHNO5 in the gas phase at a distorted geometry.

Structure (ORCA input):
```
! wB97M-V def2-TZVPD RIJCOSX def2/J DEFGRID3
* xyz 0 1
O -1.1517 1.1047 0.4301
C -0.5405 0.3093 -0.1777
O 0.7856 -0.4462 0.7095
O 0.7576 -0.0298 2.0122
N -0.2824 0.0084 -1.5540
O 0.7802 0.3886 -1.9312
O -1.2206 -0.4193 -2.1242
H 0.8717 -0.9157 2.6353
*
```

Output
Gap between HOMO and LUMO (spin up / spin down) ... 8.856 / 8.855 eV
Energy relative to the best compared isomer or geometry (same formula, charge and spin) ... 474.6 kJ/mol
SMILES ... O=C(OO)[N+](=O)[O-]

Population analysis type natural (NBO), resulting atomic charges in e: O -0.403; C 0.801; O -0.321; O -0.421; N 0.457; O -0.282; O -0.297; H 0.465

***

Entry 17:
Density functional theory data (the ωB97M-V functional and the def2-TZVPD basis) for a gas-phase ion, CHNO5S2 (charge -2) at a distorted geometry.

Structure (ORCA input):
```
! wB97M-V def2-TZVPD RIJCOSX def2/J DEFGRID3
* xyz -2 1
O 3.0389 1.5935 -0.1710
C 2.4252 0.7153 0.4444
O 2.6479 0.3066 1.6283
N 1.4572 0.0776 -0.3646
S 0.0226 -0.9252 -0.0669
S -2.5061 -0.5835 -0.0479
O -2.9547 0.7921 0.3429
O -2.6863 -1.5955 0.9934
O -3.0250 -0.9547 -1.3930
H 1.5801 0.5739 -1.3656
*
```

Output
Gap between HOMO and LUMO (spin up / spin down) ... 6.852 / 6.853 eV
Energy relative to the best compared isomer or geometry (same formula, charge and spin) ... 39.2 kJ/mol
SMILES ... O=C([O-])NSS(=O)(=O)[O-]

Population analysis type natural (NBO), resulting atomic charges in e: O -0.805; C 0.839; O -0.806; N -0.831; S 0.005; S 2.189; O -0.997; O -0.983; O -0.994; H 0.382

***

Entry 18:
Density functional theory data (the ωB97M-V functional and the def2-TZVPD basis) for a molecular structure, CHNO6PS3 at a distorted geometry.

Structure (ORCA input):
```
! wB97M-V def2-TZVPD RIJCOSX def2/J DEFGRID3
* xyz -1 1
C 4.3993 -0.0897 0.1123
N 5.1618 0.2462 0.9026
O 1.2298 2.8294 0.3665
O 2.1661 -1.9387 1.2438
O -0.7026 1.4005 0.1236
O 1.4072 0.4326 0.9758
O 0.6477 -1.3437 -0.7461
O 1.2078 1.1052 -1.3430
P 1.7944 -0.9096 0.2789
S -0.9196 -1.4983 -0.1272
S 3.3493 -0.5527 -1.1008
S 0.7206 1.5773 -0.0819
H -1.1375 -0.1600 0.0057
*
```

Output
Gap between HOMO and LUMO ... 9.231 eV
Energy relative to the best compared isomer or geometry (same formula, charge and spin) ... 0.0 kJ/mol

Population analysis type natural (NBO), resulting atomic charges in e: C 0.031; N -0.332; O -0.953; O -1.079; O -0.990; O -1.007; O -0.952; O -1.004; P 2.254; S 0.210; S 0.054; S 2.579; H 0.188

***

Entry 19:
Density functional theory data (the ωB97M-V functional and the def2-TZVPD basis) for a molecular structure, CHNO6S at a distorted geometry.

Structure (ORCA input):
```
! wB97M-V def2-TZVPD RIJCOSX def2/J DEFGRID3
* xyz 0 1
C -1.9579 -0.3994 0.4586
N 2.4830 1.0245 -1.1746
O -2.6947 -0.3274 1.3385
O 2.7311 1.4341 -0.0606
O 1.4129 -0.6652 1.2568
O 1.2996 0.3615 -1.1562
O -2.1255 -1.1502 -0.6002
O -0.7690 0.3525 0.3629
S 0.9013 0.5659 0.6418
H -1.2810 -1.1964 -1.0671
*
```

Output
Gap between HOMO and LUMO ... 9.721 eV
Energy relative to the best compared isomer or geometry (same formula, charge and spin) ... 201.0 kJ/mol

Population analysis type natural (NBO), resulting atomic charges in e: C 1.010; N 0.422; O -0.520; O -0.333; O -0.840; O -0.487; O -0.650; O -0.840; S 1.738; H 0.500

***

Entry 20:
Density functional theory data (the ωB97M-V functional and the def2-TZVPD basis) for CHNOS in the gas phase at a distorted geometry.

Structure (ORCA input):
```
! wB97M-V def2-TZVPD RIJCOSX def2/J DEFGRID3
* xyz 0 1
O -1.1574 0.9919 0.0041
C -0.6030 -0.0946 0.0557
N 0.7144 -0.1782 0.2160
S 1.9621 0.4538 -0.3163
H -0.9160 -1.1729 0.0405
*
```

Output
Gap between HOMO and LUMO (spin up / spin down) ... 7.223 / 7.131 eV
Energy relative to the best compared isomer or geometry (same formula, charge and spin) ... 89.8 kJ/mol
SMILES ... O=CN=S

Population analysis type natural (NBO), resulting atomic charges in e: O -0.523; C 0.472; N -0.638; S 0.549; H 0.141